1.
DFT (ωB97M-V with the def2-TZVPD basis set) results for C54H67NO4Ru as an isolated structure.

Positions of all 127 atoms, in Å:
Ru1 -0.1044 1.4058 0.9133
C1 -3.1286 2.1879 0.2998
O1 -2.5315 1.0271 0.8649
C2 -2.6565 -0.2391 0.3039
C3 -2.9533 -0.5015 -1.0340
C4 -3.2518 0.4986 -2.1324
C5 -2.0746 0.9303 -2.9999
C6 -2.3427 1.0795 -4.3575
C7 -1.3631 1.3612 -5.3002
C8 -0.0573 1.4062 -4.8158
C9 0.2710 1.2663 -3.4759
C10 1.7654 1.2459 -3.1625
C11 2.2654 0.3513 -2.0436
C12 2.6018 -0.9551 -2.4202
C13 3.0988 -1.9019 -1.5430
C14 3.2563 -1.5101 -0.2174
C15 2.9083 -0.2498 0.2233
C16 3.0138 0.0679 1.6948
C17 1.8142 -0.2171 2.5993
C18 1.9850 -0.0086 3.9554
C19 0.9468 -0.1247 4.8799
C20 -0.3016 -0.4791 4.3860
C21 -0.5414 -0.7106 3.0350
C22 -1.9867 -1.0029 2.6323
C23 -2.3307 -1.2730 1.1868
C24 -2.3383 -2.5814 0.7260
C25 -2.6432 -2.8949 -0.5895
C26 -2.9507 -1.8359 -1.4316
C27 -2.6356 -4.3197 -1.1413
C28 -2.2113 -5.3399 -0.0853
C29 -1.6470 -4.4026 -2.3120
C30 -4.0377 -4.6927 -1.6394
C31 0.5252 -0.5827 2.1070
O2 0.3091 -0.6987 0.8057
C32 1.2115 0.1796 6.3529
C33 1.7785 1.5986 6.4844
C34 2.2246 -0.8261 6.9160
C35 -0.0633 0.1008 7.1921
C36 2.4417 0.6907 -0.7075
O3 2.0773 1.8995 -0.1307
C37 1.9377 3.0919 -0.8942
C38 3.4566 -3.3267 -1.9613
C39 2.6579 -4.3205 -1.1071
C40 4.9557 -3.5663 -1.7399
C41 3.1356 -3.5973 -3.4307
C42 -0.7603 1.1368 -2.4989
O4 -0.5074 1.1873 -1.2271
C43 -1.6424 1.5434 -6.7906
C44 -1.1551 2.9268 -7.2419
C45 -0.9031 0.4673 -7.5985
C46 -3.1322 1.4346 -7.1145
H1 -4.2075 2.0499 0.2010
H2 -2.6745 2.4416 -0.6557
H3 -2.9123 2.9867 1.0028
H4 -3.8272 1.3501 -1.7778
H5 -3.9328 -0.0232 -2.8088
H6 -3.3724 0.9452 -4.6720
H7 0.7650 1.5378 -5.5156
H8 2.1538 2.2589 -3.0692
H9 2.2429 0.8578 -4.0650
H10 2.4508 -1.2098 -3.4619
H11 3.6229 -2.2164 0.5207
H12 3.2706 1.1236 1.8138
H13 3.8635 -0.4963 2.0903
H14 2.9708 0.2952 4.2978
H15 -1.1471 -0.5572 5.0613
H16 -2.5968 -0.1628 2.9740
H17 -2.3207 -1.8678 3.2134
H18 -2.0773 -3.3587 1.4337
H19 -3.1806 -2.0337 -2.4738
H20 -1.1994 -5.1427 0.2745
H21 -2.2245 -6.3425 -0.5194
H22 -2.8859 -5.3364 0.7733
H23 -0.6491 -4.1095 -1.9861
H24 -1.9348 -3.7391 -3.1284
H25 -1.6021 -5.4235 -2.7025
H26 -4.7625 -4.6522 -0.8233
H27 -4.0386 -5.7060 -2.0514
H28 -4.3756 -4.0106 -2.4208
H29 2.7316 1.6995 5.9628
H30 1.9445 1.8470 7.5374
H31 1.0926 2.3321 6.0602
H32 3.1668 -0.7882 6.3667
H33 1.8396 -1.8462 6.8476
H34 2.4367 -0.6044 7.9661
H35 -0.8014 0.8354 6.8617
H36 0.1762 0.3150 8.2365
H37 -0.5194 -0.8908 7.1477
H38 2.8734 3.3224 -1.4085
H39 1.7072 3.8629 -0.1683
H40 1.1096 3.0195 -1.5961
H41 2.8946 -4.2198 -0.0474
H42 2.8804 -5.3478 -1.4100
H43 1.5883 -4.1463 -1.2223
H44 5.2301 -3.4127 -0.6951
H45 5.5510 -2.8810 -2.3471
H46 5.2230 -4.5910 -2.0136
H47 2.0705 -3.4731 -3.6368
H48 3.4075 -4.6262 -3.6789
H49 3.6916 -2.9341 -4.0965
H50 -0.0848 3.0438 -7.0650
H51 -1.6714 3.7148 -6.6900
H52 -1.3409 3.0732 -8.3104
H53 0.1745 0.5170 -7.4370
H54 -1.0896 0.5924 -8.6696
H55 -1.2371 -0.5295 -7.3035
H56 -3.7152 2.1895 -6.5829
H57 -3.5297 0.4523 -6.8520
H58 -3.2868 1.5831 -8.1862
C47 2.2655 4.3776 2.4354
C48 1.1672 4.3192 3.4515
C49 1.3000 4.9892 4.6591
C50 0.2983 4.9707 5.6195
C51 -0.8485 4.2306 5.3630
C52 -1.0181 3.5346 4.1752
C53 -2.2421 2.6989 3.9613
C54 -0.0171 3.5889 3.1665
N1 -0.1879 2.9617 1.9699
H59 3.1395 4.8924 2.8380
H60 1.9359 4.9176 1.5457
H61 2.5641 3.3803 2.1005
H62 2.2173 5.5402 4.8434
H63 0.4158 5.5058 6.5535
H64 -1.6366 4.1762 6.1082
H65 -2.9284 2.7913 4.8051
H66 -1.9732 1.6468 3.8435
H67 -2.7699 2.9845 3.0517

Forces on atoms 1 to 2 (eV/Å):
Ru -0.2 0.2 -0.4
C 0.0 0.0 0.1

Its highest occupied orbital energy (spin up / spin down) is -3.710 / -4.160 eV. The value obtained for the gap between HOMO and LUMO (spin up / spin down) is 6.11 / 6.56 eV. As for the total charge: -1. Its expectation value of S² is 8.79. The largest force on an atom is 0.6 eV/A. Its multiplicity is 6.



2.
DFT (ωB97M-V with the def2-TZVPD basis set) results for a 2-piece molecular cluster, C7H17ClSi overall in a non-equilibrium geometry.

Positions of all 26 atoms, in Å:
C1 -1.9683 0.6048 1.4788
C2 -2.2639 2.2465 -0.2435
C3 0.9285 -2.2167 0.2719
C4 0.7029 -1.4354 -2.0640
C5 3.3108 0.4369 1.0945
C6 -1.9737 0.8198 0.0930
C7 1.0903 -1.0750 -0.6474
Si1 1.6447 0.5270 0.1950
Cl1 1.6012 2.3135 -0.7736
H1 -2.4316 -0.3618 1.8559
H2 -0.9308 0.5271 1.8520
H3 -2.4666 1.4078 2.0752
H4 -1.7112 2.6899 -1.2024
H5 -2.0524 2.8353 0.6050
H6 -3.3701 2.3121 -0.5073
H7 1.8763 -2.7285 0.3814
H8 0.5042 -1.7604 1.2446
H9 0.2438 -2.9920 -0.1661
H10 1.6074 -2.0039 -2.4725
H11 -0.2700 -1.9213 -2.0379
H12 0.6211 -0.6373 -2.6861
H13 4.3166 0.5568 0.6073
H14 3.1094 1.2353 1.8130
H15 3.1840 -0.5837 1.6754
H16 -1.4854 0.1426 -0.4854
H17 0.7083 0.6692 1.2615

Forces on atoms 1 to 2 (eV/Å):
C -0.7 -1.6 4.2
C -0.4 -0.2 -4.1

Its highest occupied orbital energy (spin up / spin down) is -7.251 / -7.753 eV. The value obtained for the gap between HOMO and LUMO (spin up / spin down) is 7.37 / 8.46 eV. As for the total charge: 0. The largest force on an atom is 4.6 eV/A. Its multiplicity is 1.



3.
DFT (ωB97M-V with the def2-TZVPD basis set) results for one molecule with the formula C2H4O2S in a non-equilibrium geometry.

Positions of all 9 atoms, in Å:
C1 1.2933 -0.4964 -0.2388
C2 -0.2565 0.3452 -0.0343
O1 0.4416 -0.3691 0.8849
O2 -0.4593 1.6123 0.2050
S1 -1.5105 -0.5937 -0.9866
H1 1.2877 -1.3149 -0.8679
H2 2.1152 0.1356 -0.1277
H3 -0.8572 1.8015 1.0439
H4 -2.0544 -1.1206 0.1216

Forces on atoms 1 to 2 (eV/Å):
C -3.7 4.4 0.9
C 3.1 -3.7 -2.1

Its highest occupied orbital energy is -8.940 eV. As for the SMILES: O[C@@]1(S)CO1. The value obtained for the gap between HOMO and LUMO is 9.54 eV. As for the total charge: 0. The largest force on an atom is 5.8 eV/A. Its multiplicity is 1.



4.
DFT (ωB97M-V with the def2-TZVPD basis set) results for one molecule with the formula C3H3NO2 in a non-equilibrium geometry.

Positions of all 9 atoms, in Å:
O1 -1.6010 1.5379 0.5026
C1 -0.6688 0.8628 0.1982
C2 -0.5792 -0.6130 -0.1213
N1 0.7867 -0.8240 -0.5028
C3 1.4321 0.2821 -0.2923
O2 0.6350 1.3513 0.0738
H1 -0.8058 -1.2305 0.7617
H2 -1.2366 -0.9083 -0.9291
H3 2.0321 -0.4704 0.3062

Forces on atoms 1 to 2 (eV/Å):
O 0.5 -0.1 -0.1
C -0.4 0.1 0.0

Its highest occupied orbital energy is -10.147 eV. As for the SMILES: O=C1CN=CO1. The value obtained for the gap between HOMO and LUMO is 10.36 eV. As for the total charge: 0. The largest force on an atom is 2.9 eV/A. Its multiplicity is 1.



5.
DFT (ωB97M-V with the def2-TZVPD basis set) results for a 2-piece molecular cluster, C3H11N3 overall in a non-equilibrium geometry.

Positions of all 17 atoms, in Å:
C1 -3.1524 2.1810 -1.8087
C2 -2.7699 3.2618 -1.1345
N1 -1.8148 3.4282 -0.1423
H1 -2.9424 1.1233 -1.6554
H2 -3.9985 2.1761 -2.4889
H3 -3.2586 4.1808 -1.4456
H4 -1.2291 2.6190 -0.0492
H5 -1.2457 4.2556 -0.1951
N2 3.4342 -2.5640 0.8020
C3 2.0404 -2.9006 0.6972
N3 1.2217 -2.2288 1.7190
H6 3.5991 -1.7849 0.1747
H7 4.2027 -3.1953 0.6385
H8 1.7085 -3.9454 0.7279
H9 1.5312 -2.6432 -0.2280
H10 1.4492 -1.2546 1.7740
H11 1.2245 -2.7089 2.6143

Forces on atoms 1 to 2 (eV/Å):
C -0.9 -1.3 0.1
C -0.2 0.6 -0.9

Its highest occupied orbital energy is -8.446 eV. As for the SMILES: C=CN.NCN. The value obtained for the gap between HOMO and LUMO is 9.37 eV. As for the total charge: 0. The largest force on an atom is 2.1 eV/A. Its multiplicity is 1.



6.
DFT (ωB97M-V with the def2-TZVPD basis set) results for C6H18IO5 as an isolated structure in a non-equilibrium geometry.

Positions of all 30 atoms, in Å:
I1 -1.3697 0.9563 1.1789
C1 -1.0581 3.9238 -0.5874
C2 -0.2926 2.7749 -1.2646
O1 -1.1441 1.6543 -1.5135
H1 -1.3113 3.5415 0.4014
H2 -1.8926 4.0397 -1.2790
H3 -0.6008 4.9114 -0.5261
H4 0.4996 2.5495 -0.5508
H5 0.2694 3.0530 -2.1562
H6 -1.0520 1.2304 -0.6571
C3 0.4569 -1.3469 -0.5759
C4 -0.5281 -1.6226 -1.7180
O2 -0.2594 -1.1285 -3.0448
O3 0.5616 0.0376 -0.3839
H7 1.4702 -1.6592 -0.8289
H8 0.0398 -1.7747 0.3357
H9 -1.4426 -1.1273 -1.3918
H10 -0.8007 -2.6780 -1.7235
H11 -0.6620 -0.2641 -3.1555
H12 -0.2670 0.3906 -0.0517
C5 1.5636 -1.8574 1.4008
C6 0.3381 -1.7009 2.3538
O4 -0.8859 -1.3763 1.6481
O5 2.6964 -2.1381 2.2402
H13 1.7212 -0.8702 0.9664
H14 1.3741 -2.5546 0.5846
H15 0.5929 -0.8883 3.0343
H16 0.2449 -2.5855 2.9838
H17 -1.0511 -0.4376 1.7630
H18 2.7893 -3.0524 2.5176

Forces on atoms 1 to 2 (eV/Å):
I -6.4 11.0 3.6
C -0.4 -0.4 -1.3

Its highest occupied orbital energy is -4.172 eV. The value obtained for the gap between HOMO and LUMO is 7.34 eV. As for the total charge: -1. The largest force on an atom is 13.2 eV/A. Its multiplicity is 1.



7.
DFT (ωB97M-V with the def2-TZVPD basis set) results for C5H9NO2 as an isolated structure in a non-equilibrium geometry.

Positions of all 17 atoms, in Å:
O1 -1.3383 -0.9667 -2.5137
C1 -1.7049 0.4961 0.4980
O2 -1.9932 1.1874 1.5665
C2 -1.1529 1.0305 -0.8176
C3 -0.2368 0.2213 0.0740
C4 0.7337 0.9373 0.9477
C5 2.4279 0.0429 0.0469
N1 1.8241 1.2186 0.2594
H1 -2.2930 -0.5139 0.4257
H2 -1.2207 0.4458 -1.7234
H3 -1.0349 2.0562 -0.7087
H4 -0.1703 -0.7842 -0.3474
H5 2.1948 -2.1225 2.2302
H6 -1.1540 -1.6124 -3.2051
H7 0.7530 0.6825 1.9892
H8 1.4788 -2.4663 2.2437
H9 2.8867 0.1475 -0.9654

Forces on atoms 1 to 2 (eV/Å):
O 0.0 -0.1 0.9
C -6.4 -2.1 3.4

Its highest occupied orbital energy is -8.603 eV. The value obtained for the gap between HOMO and LUMO is 4.25 eV. As for the total charge: 0. The largest force on an atom is 7.5 eV/A. Its multiplicity is 1.



8.
DFT (ωB97M-V with the def2-TZVPD basis set) results for a 2-piece molecular cluster, C3H5Cl overall in a non-equilibrium geometry.

Positions of all 9 atoms, in Å:
C1 0.2156 -0.2452 0.0646
C2 1.2391 0.5048 -0.0483
C3 -1.2505 -0.0276 -0.0469
Cl1 2.8694 -0.0804 -0.0536
H1 0.3542 -1.9886 0.3300
H2 1.4330 1.6224 -0.2334
H3 -1.7972 -0.0421 1.0226
H4 -1.3688 1.0285 -0.4552
H5 -1.6949 -0.7717 -0.5799

Forces on atoms 1 to 2 (eV/Å):
C -2.5 -5.6 0.9
C 3.3 2.8 -0.7

Its highest occupied orbital energy is -9.662 eV. The value obtained for the gap between HOMO and LUMO is 9.86 eV. As for the total charge: 0. The largest force on an atom is 6.2 eV/A. Its multiplicity is 1.



no.,DFT total energy (eV)
1,-69348.058
2,-27931.760
3,-17066.090
4,-8741.818
5,-7758.238
6,-24845.831
7,-10901.279
8,-15710.452